# 1
{"formula": "C28H20BF4N5SSr", "method": "ωB97M-V/def2-TZVPD", "species": ["Sr", "S", "C", "C", "C", "C", "C", "C", "N", "C", "C", "C", "C", "C", "C", "C", "H", "H", "H", "H", "H", "H", "H", "H", "N", "C", "C", "C", "C", "C", "C", "C", "N", "C", "C", "N", "C", "H", "H", "H", "H", "H", "H", "H", "F", "B", "F", "F", "F", "C", "C", "C", "N", "C", "C", "H", "H", "H", "H", "H"], "positions_angstrom": [[-0.370, -0.142, -0.680], [-2.700, 1.444, -4.898], [-2.263, -0.198, -5.264], [-2.511, -0.954, -6.403], [-2.047, -2.256, -6.434], [-1.352, -2.797, -5.351], [-1.106, -2.050, -4.218], [-1.562, -0.732, -4.168], [-1.375, 0.140, -3.117], [-1.895, 1.313, -3.336], [-1.818, 2.448, -2.416], [-2.369, 3.675, -2.813], [-2.288, 4.774, -1.979], [-1.656, 4.641, -0.749], [-1.122, 3.416, -0.369], [-1.174, 2.273, -1.171], [-3.053, -0.537, -7.240], [-2.226, -2.866, -7.309], [-1.006, -3.821, -5.400], [-0.572, -2.474, -3.377], [-2.864, 3.774, -3.773], [-2.711, 5.723, -2.281], [-1.585, 5.494, -0.084], [-0.646, 3.356, 0.608], [0.006, -3.538, 9.716], [0.182, -3.026, 8.703], [0.418, -2.383, 7.449], [-0.563, -2.377, 6.458], [-0.336, -1.755, 5.245], [0.890, -1.140, 5.009], [1.878, -1.151, 5.991], [1.642, -1.761, 7.206], [1.142, -0.523, 3.759], [2.110, 0.417, 3.475], [2.003, 0.673, 2.148], [0.979, -0.068, 1.605], [0.469, -0.759, 2.603], [-1.511, -2.862, 6.641], [-1.112, -1.765, 4.492], [2.845, -0.706, 5.805], [2.409, -1.773, 7.968], [2.767, 0.826, 4.218], [2.589, 1.353, 1.551], [-0.323, -1.486, 2.520], [-1.985, -1.247, 0.544], [-2.656, -2.361, 1.241], [-1.907, -2.648, 2.396], [-3.916, -1.933, 1.576], [-2.620, -3.435, 0.370], [4.319, 1.533, -2.916], [3.055, 1.995, -3.248], [1.954, 1.425, -2.631], [2.053, 0.444, -1.729], [3.274, 0.007, -1.414], [4.431, 0.517, -1.978], [5.201, 1.957, -3.377], [2.918, 2.789, -3.969], [0.950, 1.774, -2.849], [3.323, -0.782, -0.672], [5.395, 0.126, -1.685]], "homo_energy_ev": -8.05, "relative_energy_kj_mol": 0.0, "charge": 0, "energy_ha": -2206.3388}


# 2
{"formula": "C6H10O", "method": "ωB97M-V/def2-TZVPD", "species": ["C", "C", "C", "C", "C", "C", "O", "H", "H", "H", "H", "H", "H", "H", "H", "H", "H"], "positions_angstrom": [[1.829, -0.609, 0.064], [0.573, 0.120, 0.529], [0.146, 1.299, -0.390], [-1.365, 1.198, -0.387], [-1.805, 0.159, 0.316], [-0.676, -0.787, 0.612], [-0.697, -1.818, -0.374], [1.722, -0.965, -0.966], [2.704, 0.049, 0.102], [2.038, -1.483, 0.690], [0.740, 0.504, 1.546], [0.529, 1.198, -1.414], [0.568, 2.248, -0.026], [-2.054, 1.675, -1.067], [-2.855, -0.081, 0.447], [-0.759, -1.318, 1.560], [-0.639, -1.389, -1.242]], "homo_energy_ev": -9.53, "relative_energy_kj_mol": 38.4, "charge": 0, "energy_ha": -309.8277}


# 3
{"formula": "C47H55BGeN7OsS4", "method": "ωB97M-V/def2-TZVPD", "species": ["Os", "C", "C", "C", "C", "N", "N", "B", "N", "N", "C", "C", "C", "C", "C", "S", "C", "C", "C", "C", "N", "N", "C", "C", "C", "C", "C", "S", "C", "C", "C", "C", "C", "S", "C", "C", "C", "C", "H", "H", "H", "H", "H", "H", "H", "H", "H", "H", "H", "H", "H", "H", "H", "H", "H", "H", "H", "H", "H", "H", "H", "H", "H", "H", "H", "H", "H", "H", "H", "H", "H", "H", "H", "H", "H", "H", "H", "S", "C", "N", "C", "Ge", "C", "C", "C", "C", "C", "C", "C", "C", "C", "C", "C", "C", "C", "C", "C", "C", "C", "C", "H", "H", "H", "H", "H", "H", "H", "H", "H", "H", "H", "H", "H", "H", "H", "H"], "positions_angstrom": [[-20.169, -2.290, -12.585], [-21.579, -7.071, -14.164], [-21.553, -5.869, -15.070], [-21.904, -5.870, -16.386], [-22.188, -4.655, -17.041], [-21.741, -3.526, -16.585], [-21.142, -3.533, -15.398], [-20.828, -2.109, -15.122], [-19.542, -1.604, -15.598], [-18.993, -2.351, -16.591], [-17.862, -1.989, -17.077], [-17.210, -0.813, -16.650], [-17.738, -0.063, -15.587], [-17.188, 1.222, -15.071], [-18.875, -0.599, -14.944], [-19.493, -0.039, -13.421], [-17.123, -2.888, -18.073], [-15.863, -3.384, -17.333], [-17.940, -4.092, -18.427], [-16.712, -2.105, -19.285], [-21.847, -1.028, -15.137], [-21.685, -0.268, -16.226], [-22.470, 0.743, -16.373], [-23.641, 0.917, -15.617], [-23.771, 0.142, -14.445], [-25.039, 0.288, -13.601], [-22.763, -0.811, -14.216], [-22.508, -1.608, -12.654], [-21.936, 1.733, -17.347], [-22.941, 2.895, -17.343], [-20.604, 2.268, -16.836], [-21.807, 1.104, -18.763], [-21.126, -4.607, -14.529], [-20.667, -4.510, -12.838], [-22.966, -4.568, -18.331], [-24.458, -4.845, -17.922], [-22.578, -5.656, -19.341], [-22.962, -3.139, -18.948], [-21.596, -7.994, -14.801], [-20.724, -7.081, -13.497], [-22.492, -7.198, -13.632], [-22.087, -6.781, -16.962], [-16.202, -0.561, -17.039], [-16.427, 1.581, -15.783], [-17.992, 1.941, -15.059], [-16.745, 1.131, -14.063], [-16.098, -3.909, -16.440], [-15.330, -4.066, -18.002], [-15.211, -2.570, -17.054], [-17.980, -4.770, -17.581], [-18.937, -3.817, -18.679], [-17.566, -4.607, -19.307], [-16.093, -1.260, -19.080], [-16.160, -2.767, -19.983], [-17.600, -1.728, -19.873], [-24.470, 1.608, -15.764], [-25.905, 0.168, -14.250], [-25.088, -0.393, -12.806], [-25.101, 1.323, -13.231], [-23.034, 3.398, -16.355], [-22.631, 3.651, -18.090], [-23.949, 2.590, -17.640], [-20.696, 2.703, -15.868], [-19.870, 1.514, -16.657], [-20.165, 2.939, -17.566], [-22.838, 0.903, -19.136], [-21.345, 1.737, -19.493], [-21.265, 0.162, -18.709], [-24.519, -5.880, -17.577], [-24.794, -4.181, -17.135], [-25.090, -4.832, -18.794], [-22.711, -6.638, -18.946], [-23.259, -5.642, -20.186], [-21.546, -5.516, -19.638], [-23.028, -2.413, -18.156], [-22.020, -2.850, -19.463], [-23.802, -3.029, -19.609], [-17.861, -3.030, -12.858], [-17.530, -4.232, -13.952], [-17.330, -5.093, -14.720], [-20.091, -2.201, -10.795], [-20.807, -0.969, -9.258], [-20.078, -1.812, -7.711], [-20.905, -2.049, -6.572], [-20.369, -2.452, -5.358], [-18.947, -2.538, -5.200], [-18.143, -2.257, -6.297], [-18.716, -1.906, -7.514], [-22.736, -1.080, -9.007], [-23.448, -2.222, -9.407], [-24.837, -2.314, -9.258], [-25.547, -1.256, -8.722], [-24.838, -0.175, -8.229], [-23.463, -0.031, -8.415], [-20.339, 0.904, -9.379], [-21.110, 1.640, -10.282], [-21.249, 3.038, -10.103], [-20.470, 3.715, -9.193], [-19.632, 2.987, -8.350], [-19.525, 1.604, -8.502], [-19.659, -2.876, -9.979], [-21.989, -1.899, -6.634], [-20.975, -2.760, -4.551], [-18.536, -2.793, -4.242], [-17.075, -2.276, -6.197], [-17.976, -1.713, -8.298], [-22.992, -2.987, -9.996], [-25.387, -3.149, -9.578], [-26.647, -1.323, -8.672], [-25.371, 0.628, -7.659], [-22.942, 0.894, -8.118], [-21.693, 1.222, -11.094], [-21.869, 3.512, -10.831], [-20.383, 4.765, -9.170], [-19.017, 3.553, -7.656], [-18.788, 1.064, -7.889]], "homo_energy_ev": [-7.58, -10.81], "relative_energy_kj_mol": 459.9, "charge": 1, "multiplicity": 5, "energy_ha": -5992.1035, "s_squared": 6.048}


# 4
{"formula": "CH3OP", "method": "ωB97M-V/def2-TZVPD", "species": ["C", "O", "P", "H", "H", "H"], "positions_angstrom": [[0.310, 0.035, -0.210], [-1.643, -0.401, 0.729], [1.464, -0.755, 0.655], [-0.195, 0.664, -0.926], [2.291, -0.132, -0.325], [-2.227, 0.589, 0.076]], "homo_energy_ev": [-9.58, -9.57], "relative_energy_kj_mol": 597.5, "charge": 0, "energy_ha": -456.2488}


# 5
{"formula": "CH3NO3PS", "method": "ωB97M-V/def2-TZVPD", "species": ["C", "N", "O", "O", "O", "P", "S", "H", "H", "H"], "positions_angstrom": [[2.011, 0.898, 0.142], [2.289, 1.712, 0.862], [-0.808, 1.231, -0.159], [-1.439, -1.093, -1.069], [-0.532, -0.818, 1.262], [-0.450, -0.268, -0.191], [1.448, -0.246, -1.091], [-0.762, 1.542, 0.855], [-1.486, -1.115, -1.990], [-0.271, -1.843, 1.380]], "homo_energy_ev": -15.65, "relative_energy_kj_mol": 0.0, "charge": 1, "energy_ha": -1059.6979}


# 6
{"formula": "C29H44Br4F3N7O14", "method": "ωB97M-V/def2-TZVPD", "species": ["C", "N", "O", "O", "H", "H", "H", "C", "N", "O", "O", "H", "H", "H", "C", "N", "O", "O", "H", "H", "H", "C", "N", "O", "O", "H", "H", "H", "C", "N", "O", "O", "H", "H", "H", "C", "N", "O", "O", "H", "H", "H", "C", "N", "O", "O", "H", "H", "H", "F", "C", "C", "C", "C", "C", "C", "H", "H", "H", "H", "H", "F", "C", "C", "C", "C", "C", "C", "H", "H", "H", "H", "H", "F", "C", "C", "C", "C", "C", "C", "H", "H", "H", "H", "H", "Br", "C", "C", "Br", "H", "H", "H", "H", "Br", "C", "C", "Br", "H", "H", "H", "H"], "positions_angstrom": [[-30.560, 9.947, 15.000], [-31.008, 9.212, 16.225], [-30.960, 9.829, 17.262], [-31.374, 8.070, 16.096], [-31.449, 10.535, 14.768], [-30.303, 9.284, 14.183], [-29.746, 10.607, 15.276], [-34.711, 2.690, 11.859], [-35.507, 3.949, 11.938], [-35.022, 4.874, 12.554], [-36.549, 3.972, 11.325], [-35.344, 1.837, 11.664], [-34.120, 2.627, 12.768], [-34.011, 2.879, 11.044], [-41.130, 9.880, 13.193], [-40.435, 10.407, 14.378], [-41.091, 10.983, 15.223], [-39.229, 10.274, 14.446], [-40.539, 10.110, 12.309], [-42.108, 10.340, 13.114], [-41.200, 8.800, 13.302], [-30.292, 10.889, 10.996], [-31.480, 10.025, 10.853], [-31.308, 8.903, 10.454], [-32.549, 10.517, 11.129], [-29.732, 10.534, 11.861], [-30.527, 11.929, 11.193], [-29.689, 10.777, 10.101], [-39.011, 6.342, 11.887], [-40.457, 5.983, 11.943], [-41.110, 6.513, 12.827], [-40.891, 5.207, 11.132], [-38.446, 5.551, 12.376], [-38.873, 7.303, 12.363], [-38.712, 6.343, 10.842], [-37.700, 11.882, 15.725], [-37.533, 12.454, 14.359], [-36.641, 12.003, 13.672], [-38.150, 13.463, 14.097], [-36.707, 11.651, 16.091], [-38.344, 11.006, 15.683], [-38.184, 12.648, 16.320], [-35.602, 5.991, 15.398], [-36.961, 5.896, 14.836], [-37.424, 6.920, 14.377], [-37.555, 4.846, 14.905], [-35.625, 6.664, 16.255], [-34.881, 6.394, 14.696], [-35.267, 5.053, 15.830], [-37.152, 6.484, 7.760], [-35.954, 5.924, 8.056], [-35.085, 6.650, 8.854], [-33.899, 6.034, 9.195], [-33.576, 4.779, 8.691], [-34.420, 4.134, 7.793], [-35.676, 4.676, 7.524], [-35.343, 7.653, 9.156], [-33.156, 6.556, 9.787], [-32.602, 4.364, 8.918], [-34.204, 3.172, 7.347], [-36.403, 4.236, 6.857], [-30.030, 14.494, 14.944], [-31.161, 13.776, 14.899], [-31.883, 13.732, 13.725], [-33.132, 13.094, 13.687], [-33.582, 12.432, 14.812], [-32.836, 12.425, 15.999], [-31.651, 13.140, 16.036], [-31.514, 14.302, 12.880], [-33.620, 13.011, 12.725], [-34.479, 11.828, 14.803], [-33.052, 11.785, 16.843], [-31.017, 13.045, 16.911], [-33.350, 10.393, 7.662], [-34.266, 10.131, 6.740], [-33.904, 10.236, 5.405], [-34.865, 10.253, 4.414], [-36.180, 10.029, 4.756], [-36.577, 9.852, 6.077], [-35.601, 9.922, 7.069], [-32.840, 10.420, 5.279], [-34.629, 10.435, 3.374], [-36.917, 9.980, 3.963], [-37.588, 9.581, 6.342], [-35.827, 9.860, 8.128], [-35.287, 12.462, 9.516], [-37.235, 12.593, 9.229], [-37.921, 12.898, 10.531], [-39.841, 12.393, 10.341], [-37.535, 11.622, 8.855], [-37.365, 13.392, 8.508], [-37.941, 13.948, 10.813], [-37.545, 12.410, 11.427], [-37.406, 9.442, 10.857], [-36.335, 9.654, 12.502], [-35.202, 8.668, 12.366], [-33.799, 9.180, 13.653], [-36.984, 9.455, 13.350], [-35.973, 10.675, 12.561], [-34.636, 8.794, 11.447], [-35.431, 7.616, 12.505]], "homo_energy_ev": -9.15, "charge": 0, "energy_ha": -13163.0611}